Entry from OMol25: C2H3O3S as an isolated structure in a non-equilibrium geometry (wB97M-V/def2-TZVPD).

```
9
Properties=species:S:1:pos:R:3:forces:R:3:mulliken_charge:R:1
S -0.922 0.014 0.071 -1.173 2.562 -1.824 0.7988
O -1.742 1.258 -0.150 1.088 -2.205 0.471 -0.6530
O 1.316 -0.166 0.436 0.354 0.223 0.538 -0.3409
O -1.611 -1.239 -0.288 0.534 0.616 0.496 -0.6239
C 0.751 0.185 -0.830 0.120 1.065 1.296 -0.2262
C 0.189 0.127 1.528 -0.551 -2.044 -1.223 -0.3989
H 1.125 -0.539 -1.574 -0.720 0.134 0.131 0.2190
H 0.983 1.288 -1.244 -0.689 -2.100 1.194 0.1458
H -0.090 -0.927 2.051 1.037 1.750 -1.078 0.0793
```
Forces are in eV/Å.

The HOMO-LUMO gap comes out at 7.447 eV. The value obtained for the strongest force on any atom is 0.0653 Eh/bohr. The calculation puts the HOMO energy at -3.320 eV. The value obtained for the energy above the lowest of the compared OMol25 structures with the same formula, charge and spin is 113.8 kcal/mol. Its total charge is -1. The calculation puts the total energy at -19097.3171 eV.